(1)
Molecular formula: C4H14N2O2
Method: DFT, the ωB97M-V functional and the def2-TZVPD basis

```
22
C4H14N2O2, DFT the ωB97M-V functional and the def2-TZVPD basis
N 1.1657 -0.4993 -1.4286
C 0.5009 -1.7273 -1.0160
C -0.6602 -1.3757 -0.1401
N -0.1074 -0.8498 1.1593
C -0.8250 0.3111 1.5888
C -1.8215 0.9966 0.7656
O -0.6840 1.9355 -1.3441
H 0.1928 1.5230 -1.2219
H 1.9129 -0.7919 -2.0571
H 0.2865 -2.3183 -1.8970
H 1.2380 -2.3336 -0.4509
H -1.3651 -2.1946 0.0616
H -1.1469 -0.4801 -0.5824
H 0.8662 -0.5522 0.9687
H -0.0189 0.9787 1.9050
H -1.4086 0.1038 2.5180
H -1.9125 2.0372 1.0658
H -2.8435 0.6420 0.7031
H -1.1514 1.5712 -0.5271
H 1.6716 0.0382 -0.5563
H 2.2978 1.4129 0.5775
O 1.9537 0.5233 0.7143
```

HOMO: -0.290 Ha
ΔE to the lowest compared entry with this formula, charge and spin: 729.09 kJ/mol
Orbital gap: 0.1561 hartree
Charge: 0
E_LUMO: -3.6300 eV

=====

(2)
Molecular formula: C5H7BrN2O2S
Method: DFT, the ωB97M-V functional and the def2-TZVPD basis

```
18
C5H7BrN2O2S, DFT the ωB97M-V functional and the def2-TZVPD basis
O 4.2168 -1.7546 1.5985
N 3.6636 -2.0799 0.5833
O 4.0696 -1.9140 -0.5419
C 2.3369 -2.6916 0.6754
Br 1.9395 -3.2844 2.4289
C 1.2262 -1.3347 0.2526
N 1.6599 -0.1813 0.2826
C 0.8582 0.9794 0.0254
C -0.5815 0.6988 -0.4208
C -1.2132 -0.4065 0.4090
S -0.3741 -1.9928 0.0551
H 2.1821 -3.4526 -0.0837
H 1.3867 1.5643 -0.7338
H 0.8732 1.5607 0.9538
H -1.1703 1.6106 -0.3152
H -0.5940 0.3999 -1.4712
H -1.1118 -0.2228 1.4786
H -2.2631 -0.5593 0.1642
```

HOMO: -0.348 Ha
ΔE to the lowest compared entry with this formula, charge and spin: 90.07 kJ/mol
SMILES: O=[N+]([O-])[C@@H](Br)C1=NCCCS1
Orbital gap: 0.3588 hartree
Charge: 0
E_LUMO: 0.2898 eV

=====

(3)
Molecular formula: C4H16BaO4
Method: DFT, the ωB97M-V functional and the def2-TZVPD basis

```
25
C4H16BaO4, DFT the ωB97M-V functional and the def2-TZVPD basis
Ba -0.6122 -0.0659 -0.2869
C 2.8315 1.9603 -0.3476
O 1.5515 1.7351 0.1578
H 2.9766 3.0191 -0.1334
H 3.6379 1.3443 0.0505
H 2.8434 1.8274 -1.4294
H 1.3955 2.3532 0.8755
C -2.4799 3.2952 0.4944
O -1.8704 2.3878 -0.3878
H -3.4748 3.6138 0.1834
H -2.6360 2.7968 1.4511
H -1.7779 4.1218 0.6042
H -1.9202 2.7639 -1.2696
C -2.5104 -3.1777 -0.7271
O -1.6812 -2.4936 0.2677
H -3.5159 -2.8224 -0.9522
H -1.9761 -3.2226 -1.6761
H -2.5545 -4.2427 -0.4990
H -2.1035 -2.5699 1.1264
C 2.5684 -1.9263 0.5929
O 1.4102 -1.9782 -0.2058
H 2.4291 -2.6946 1.3535
H 3.4567 -2.1540 0.0037
H 2.7230 -0.9434 1.0379
H 1.2891 -2.9273 -0.2839
```

HOMO (alpha / beta): -0.258 / -0.528 Ha
ΔE to the lowest compared entry with this formula, charge and spin: 0.00 kJ/mol
Orbital gap (alpha / beta): 0.1638 / 0.4212 hartree
2S+1: 2
Charge: +1
Expectation value of S²: 0.75
E_LUMO (alpha / beta): -2.5605 / -2.8992 eV

=====

(4)
Molecular formula: C33H38FN4O5S4Sn
Method: DFT, the ωB97M-V functional and the def2-TZVPD basis

```
86
C33H38FN4O5S4Sn, DFT the ωB97M-V functional and the def2-TZVPD basis
Sn 1.4201 -2.0638 0.1331
C -1.3823 1.8495 0.3527
C -0.6281 2.8401 1.2281
S -0.0372 1.7887 2.5899
C -0.4684 2.7562 4.0638
C 0.0538 2.0237 5.2933
S -0.3830 0.2706 5.3071
C -2.1367 0.3668 5.7596
C -2.8473 -0.9481 5.4685
S -2.9096 -1.4891 3.7395
C -3.9453 -0.2240 2.9723
C -3.1857 0.9765 2.4068
S -1.7554 0.4263 1.4379
H -0.7539 1.4351 -0.4359
H -2.3169 2.2225 -0.0604
H -1.2783 3.6194 1.6210
H 0.2137 3.2773 0.6967
H -1.5473 2.9118 4.1049
H 0.0044 3.7335 3.9486
H -0.3010 2.5181 6.1979
H 1.1432 2.0523 5.3141
H -2.6218 1.1914 5.2346
H -2.2141 0.5761 6.8276
H -3.8678 -0.9083 5.8506
H -2.3503 -1.7720 5.9835
H -4.6805 0.1439 3.6901
H -4.4995 -0.7160 2.1753
H -2.7879 1.6094 3.1922
H -3.8039 1.5761 1.7368
F 7.0594 -3.7493 -3.4244
C 6.5708 -2.5029 -3.3223
C 5.4207 -2.3240 -2.6177
C 4.8927 -1.0385 -2.4369
C 3.7050 -0.8451 -1.6305
O 3.1723 -1.8729 -1.0957
C 3.2513 0.4834 -1.4753
C 3.9581 1.4982 -2.0845
N 5.0442 1.3248 -2.8356
C 5.7323 2.4859 -3.3823
C 4.9217 3.6006 -3.9627
C 5.7160 2.7072 -4.8667
C 5.5653 0.0454 -3.0137
C 6.7389 -0.1605 -3.7476
C 7.2795 -1.4280 -3.9103
N 8.4655 -1.5986 -4.6378
C 9.5805 -0.6835 -4.4324
C 10.1402 -0.2686 -5.7944
N 9.9617 -1.4244 -6.7531
C 10.1043 -2.7390 -6.0430
C 8.9224 -2.9181 -5.0838
C 2.0592 0.9151 -0.6706
O 1.8045 2.0996 -0.5572
O 1.2875 -0.0091 -0.1596
H 4.9330 -3.1776 -2.1685
H 3.6244 2.5172 -1.9480
H 6.6271 2.7383 -2.8273
H 5.2715 4.6060 -3.7815
H 3.8464 3.4929 -3.9904
H 6.6119 3.0992 -5.3274
H 5.1587 1.9981 -5.4640
H 7.2186 0.6867 -4.2134
H 10.3581 -1.1616 -3.8270
H 9.2667 0.2021 -3.8889
H 11.2028 -0.0389 -5.7473
H 9.6096 0.5796 -6.2214
H 10.6319 -1.3538 -7.5199
H 9.0290 -1.3735 -7.1657
H 11.0628 -2.7060 -5.5291
H 10.1374 -3.5352 -6.7826
H 9.2565 -3.5605 -4.2663
H 8.1050 -3.4242 -5.5938
O -2.9124 -0.2395 0.2033
C -2.3657 -1.0793 -0.6189
N -1.1263 -1.4752 -0.5316
C -0.8680 -2.2318 -1.6738
O 0.2665 -2.6529 -1.8746
C -2.0999 -2.3524 -2.4896
C -2.3903 -3.0134 -3.6577
C -3.7006 -2.9036 -4.1390
C -4.6563 -2.1575 -3.4664
C -4.3517 -1.4849 -2.2766
C -3.0659 -1.6074 -1.8102
H -1.6458 -3.5962 -4.1826
H -3.9743 -3.4116 -5.0535
H -5.6587 -2.0962 -3.8675
H -5.1019 -0.9066 -1.7548
```

HOMO: -0.531 Ha
ΔE to the lowest compared entry with this formula, charge and spin: 124.43 kJ/mol
Orbital gap: 0.2623 hartree
Charge: +3
E_LUMO: -7.3101 eV

=====

(5)
Molecular formula: C5H8N2
Method: DFT, the ωB97M-V functional and the def2-TZVPD basis

```
15
C5H8N2, DFT the ωB97M-V functional and the def2-TZVPD basis
C 0.5014 -0.4985 -1.3987
C 0.7726 0.5475 1.1485
C 0.1475 1.4682 0.1222
N -0.4551 0.2027 -0.4986
C -0.4557 -0.3103 0.9443
C -0.4628 -1.7800 1.0281
N -0.5157 -2.9361 1.0098
H 0.4155 -0.0748 -2.4001
H 1.4920 -0.3406 -0.9683
H 0.2782 -1.5671 -1.4023
H 1.0207 0.9066 2.1425
H 0.7484 2.0408 -0.5970
H -0.7467 2.0785 0.3972
H -1.3861 0.2987 -0.9164
H -1.4416 0.0420 1.3420
```

HOMO: -0.247 Ha
ΔE to the lowest compared entry with this formula, charge and spin: 436.72 kJ/mol
Orbital gap: 0.2646 hartree
Charge: 0
E_LUMO: 0.4740 eV

=====

(6)
Molecular formula: C2H9NP2
Method: DFT, the ωB97M-V functional and the def2-TZVPD basis

```
14
C2H9NP2, DFT the ωB97M-V functional and the def2-TZVPD basis
C 1.4256 -0.7854 -0.5689
C 0.5516 0.4948 -0.4655
N -0.7286 0.2793 0.2486
P -1.6628 -0.8105 -0.6846
P -0.9432 0.6444 1.9045
H 1.0648 -1.3184 -1.4145
H 2.4462 -0.5654 -0.7754
H 1.3706 -1.4264 0.3616
H 0.9144 1.2961 0.0829
H 0.1906 0.8336 -1.4381
H -1.8350 0.2272 -1.6209
H -2.9022 -0.6933 0.0430
H -0.0121 1.7621 1.8943
H 0.1202 0.0619 2.4329
```

HOMO: -0.303 Ha
ΔE to the lowest compared entry with this formula, charge and spin: 33.31 kJ/mol
SMILES: CCN(P)P
Orbital gap: 0.3400 hartree
Charge: 0
E_LUMO: 1.0143 eV

=====

Question: Among the records above, which one has the highest charge?
Answer: C33H38FN4O5S4Sn

=====

Question: ΔE to the lowest compared entry with this formula, charge and spin of number 1 (C4H14N2O2)?
Answer: 729.09 kJ/mol

=====

Question: Which value of ΔE to the lowest compared entry with this formula, charge and spin does entry 2 give?
Answer: 90.07 kJ/mol